Molecular formula: C8H13FNO6
Method: DFT, ωB97M-V/def2-TZVPD

The geometry in ORCA input format:
```
! wB97M-V def2-TZVPD RIJCOSX def2/J DEFGRID3
* xyz -1 1
C -1.275 -1.393 -0.040
C -0.726 0.093 0.176
N 0.038 0.204 1.420
F 1.378 -0.282 1.046
H -1.807 -1.760 0.870
H -0.385 -2.044 -0.244
H -1.932 -1.378 -0.953
H -0.073 0.313 -0.717
H -1.590 0.795 0.262
C -2.676 4.968 -0.369
C -4.035 4.587 -0.889
O -3.737 3.579 -1.847
C -2.529 3.043 -1.509
O -2.066 2.070 -1.999
O -1.929 3.770 -0.531
H -2.697 5.273 0.676
H -2.208 5.760 -0.962
H -4.675 4.159 -0.112
H -4.556 5.424 -1.354
C 4.183 -3.002 1.216
C 2.827 -3.386 0.702
O 3.128 -4.422 -0.239
C 4.321 -4.956 0.114
O 4.783 -5.948 -0.361
O 4.926 -4.217 1.078
H 4.160 -2.675 2.254
H 4.657 -2.226 0.610
H 2.182 -3.794 1.483
H 2.314 -2.555 0.219
*
```

The calculation puts the LUMO energy at 0.0925 Eh. The calculation puts the HOMO-LUMO gap at 3.85 eV. As for the total energy: -24996.9483 eV.

***

Molecular formula: C8H13HoNO
Method: DFT, ωB97M-V/def2-TZVPD

The geometry in ORCA input format:
```
! wB97M-V def2-TZVPD RIJCOSX def2/J DEFGRID3
* xyz -1 5
C -0.889 -0.530 -2.181
C -2.037 -0.451 -1.325
C -1.996 -1.562 -0.418
C -0.817 -2.329 -0.715
C -0.125 -1.683 -1.796
Ho 0.087 -0.032 0.202
N 1.637 1.148 -0.643
C 0.845 2.386 -0.306
C -0.570 2.213 0.176
H -2.760 -1.816 0.313
H -2.836 0.286 -1.397
H -0.523 -3.261 -0.232
H 0.779 -2.040 -2.285
H -0.673 0.130 -3.019
H -1.290 2.605 -0.539
H 1.416 2.988 0.441
H 2.567 1.358 -0.977
H -0.722 2.618 1.181
H 0.840 3.022 -1.225
C 1.521 -1.078 3.156
O 0.791 -0.748 2.004
H 2.293 -1.827 2.926
H 0.858 -1.488 3.929
H 2.018 -0.184 3.561
*
```

The relative energy (zero: lowest compared OMol25 entry of this formula, charge and spin) comes out at 0.0 kcal per mole. The calculation puts the LUMO energy (spin up / spin down) at 0.1263 / 0.1262 Eh. Its expectation value of S² is 6.004. The calculation puts the HOMO-LUMO gap (spin up / spin down) at 6.66 / 6.65 eV. As for the total energy: -37843.5562 eV.

***

Molecular formula: C8H13I2N2Pd
Method: DFT, ωB97M-V/def2-TZVPD

The geometry in ORCA input format:
```
! wB97M-V def2-TZVPD RIJCOSX def2/J DEFGRID3
* xyz 3 5
Pd 0.773 -1.245 0.949
I 3.365 -1.856 0.378
C 3.818 -0.864 2.206
I 1.994 -0.260 3.124
H 4.407 0.018 1.989
H 4.329 -1.555 2.865
C 0.244 3.255 -1.555
C -0.184 4.325 -2.356
C 0.191 4.449 -3.712
C -0.249 5.552 -4.524
C -1.061 6.548 -4.017
C -1.441 6.450 -2.692
C -1.012 5.356 -1.861
H -0.046 3.204 -0.516
H 0.889 2.493 -1.965
H 0.830 3.701 -4.164
H 0.076 5.587 -5.557
H -1.386 7.373 -4.633
H -2.076 7.208 -2.250
H -1.339 5.337 -0.830
N -1.817 -11.425 5.062
N -2.155 -10.238 4.628
H -1.700 -12.182 4.399
H -1.560 -11.545 6.034
H -2.379 -9.527 5.313
H -2.513 -10.160 3.685
*
```

The relative energy (zero: lowest compared OMol25 entry of this formula, charge and spin) comes out at 14.7 kcal per mole. The calculation puts the LUMO energy (spin up / spin down) at -0.2922 / -0.4085 Eh. Its expectation value of S² is 6.037. The calculation puts the HOMO-LUMO gap (spin up / spin down) at 7.56 / 6.19 eV. As for the total energy: -31136.7163 eV.

***

Molecular formula: C8H13I2NO11S2
Method: DFT, ωB97M-V/def2-TZVPD

The geometry in ORCA input format:
```
! wB97M-V def2-TZVPD RIJCOSX def2/J DEFGRID3
* xyz 0 1
N -4.979 1.046 -1.148
C -3.662 1.813 -0.947
C -2.338 0.997 -1.466
I -0.887 2.649 -1.829
O -2.379 0.225 -2.717
C -1.718 -1.103 -2.560
O -1.537 -1.953 -3.583
O -1.395 -1.270 -1.126
C -1.485 0.053 -0.433
I -2.189 -0.270 1.614
H -5.562 1.334 -0.309
H -5.487 1.495 -1.962
H -3.759 2.778 -1.643
H -3.550 2.193 0.159
H -0.350 0.409 -0.486
C 1.684 1.007 5.990
C 0.340 0.476 5.500
O -0.065 1.378 4.472
S 1.262 1.948 3.714
O 1.467 1.167 2.515
O 1.203 3.391 3.714
O 2.359 1.473 4.823
H 1.549 1.856 6.668
H 2.275 0.235 6.490
H -0.408 0.437 6.295
H 0.448 -0.518 5.053
C 2.049 -1.314 -2.795
C 1.648 -2.633 -3.450
O 2.704 -2.933 -4.360
S 4.105 -2.360 -3.754
O 4.789 -3.448 -3.092
O 4.732 -1.531 -4.758
O 3.461 -1.393 -2.611
H 1.838 -0.466 -3.455
H 1.547 -1.160 -1.836
H 0.693 -2.564 -3.976
H 1.599 -3.441 -2.711
*
```

The relative energy (zero: lowest compared OMol25 entry of this formula, charge and spin) comes out at 68.7 kcal per mole. As for the SMILES: NC[C@]1(I)OC(=O)O[C@@H]1I.O=S1(=O)OCCO1.O=S1(=O)OCCO1. The calculation puts the LUMO energy at -0.0261 Eh. The calculation puts the HOMO-LUMO gap at 9.35 eV. As for the total energy: -70385.7157 eV.

***

Molecular formula: C8H13INS
Method: DFT, ωB97M-V/def2-TZVPD

The geometry in ORCA input format:
```
! wB97M-V def2-TZVPD RIJCOSX def2/J DEFGRID3
* xyz 1 1
C -0.464 -0.130 0.125
C -0.402 -1.005 -0.872
C 0.525 1.057 0.191
C 0.604 -1.078 -1.968
C 1.044 1.355 -1.237
C 1.671 0.119 -1.819
C -2.699 -0.994 0.737
C -0.928 -0.441 2.492
N -1.523 -0.145 1.136
S -1.780 -2.161 -0.916
I -4.153 0.268 -0.193
H 0.035 2.062 0.391
H 1.289 0.808 0.889
H 0.993 -2.063 -2.001
H -0.023 -1.059 -2.835
H 0.121 1.533 -1.803
H 1.660 2.202 -1.150
H 2.541 -0.419 -1.363
H 2.047 0.436 -2.755
H -2.955 -1.749 1.489
H -0.365 -1.409 2.481
H -0.286 0.362 2.652
H -1.682 -0.512 3.174
H -1.993 0.788 1.133
*
```

The relative energy (zero: lowest compared OMol25 entry of this formula, charge and spin) comes out at 0.0 kcal per mole. As for the SMILES: C[N@H+]1C2=C(CCCC2)S[C@@H]1I. The calculation puts the LUMO energy at -0.1531 Eh. The calculation puts the HOMO-LUMO gap at 8.34 eV. As for the total energy: -28923.9126 eV.

***

Molecular formula: C8H13N2
Method: DFT, ωB97M-V/def2-TZVPD

The geometry in ORCA input format:
```
! wB97M-V def2-TZVPD RIJCOSX def2/J DEFGRID3
* xyz 1 1
C -0.472 -1.098 0.443
C 0.658 -1.881 0.028
C 1.720 -0.729 -0.248
C -2.358 -0.398 -0.736
C -1.944 -0.972 0.595
C 1.256 0.331 0.735
C -1.686 0.559 0.987
C 1.398 1.749 0.109
N -2.240 0.974 -0.155
N -0.163 0.059 0.854
H 0.855 -2.579 0.873
H 0.538 -2.488 -0.799
H 2.748 -1.219 -0.268
H 1.435 -0.378 -1.185
H -1.699 -0.521 -1.579
H -3.505 -0.561 -0.819
H -2.358 -1.773 1.209
H 1.596 0.161 1.790
H -1.862 1.071 2.002
H 1.657 1.654 -0.882
H 2.218 2.379 0.637
H 0.295 2.150 0.059
H -1.988 1.706 -0.717
*
```

The relative energy (zero: lowest compared OMol25 entry of this formula, charge and spin) comes out at 104.6 kcal per mole. As for the SMILES: C[C@@H]1CCC2=[N+]1[C@H]1NC[C@@H]21. The calculation puts the LUMO energy at -0.1163 Eh. The calculation puts the HOMO-LUMO gap at 10.88 eV. As for the total energy: -11476.9530 eV.